(1)
The following is a quantum chemistry calculation of a 2-piece molecular cluster, C8H15NOS overall at a distorted geometry, from the Open Molecules 2025 dataset.

The geometry in XYZ format:
```
26
Properties=species:S:1:pos:R:3:nbo_charge:R:1
C 0.2521 -1.9267 2.7807 0.23
C 3.3930 0.1379 2.2430 -0.65
C -0.0083 1.1299 -2.3944 -0.65
C -1.9240 -0.5853 -2.3297 -0.65
C -2.1746 1.6554 -1.2713 -0.62
C 2.4773 -1.0107 2.4730 -0.06
C 1.1632 -0.9552 2.4443 -0.38
C -1.1561 0.5294 -1.6552 -0.12
N -0.4654 -2.7594 3.0289 -0.30
O -1.4632 -0.7889 0.9035 -0.86
S -0.3304 0.0925 0.0004 0.41
H 3.9645 -0.2182 1.4106 0.23
H 2.7667 0.9886 1.9418 0.22
H 4.1734 0.3538 2.9633 0.24
H -0.2044 0.9975 -3.4622 0.23
H -0.0243 2.1585 -2.0951 0.22
H 0.8512 0.4632 -2.1593 0.23
H -2.9040 -0.2225 -2.8295 0.22
H -2.3395 -1.1575 -1.4680 0.24
H -1.2979 -1.2181 -3.0256 0.22
H -2.9283 1.6546 -2.0368 0.20
H -2.7646 1.5143 -0.4272 0.22
H -1.6313 2.6426 -1.1815 0.20
H 2.9699 -1.9878 2.6681 0.21
H -0.9388 -1.5655 1.2133 0.50
H 0.5439 0.0774 2.2650 0.26
```

Summary:
Total charge   0
HOMO   -8.51 eV
Strongest force on any atom   4.99 eV/A
Spin multiplicity   1
Calculated total energy   -841.890940 Eh
Gap between HOMO and LUMO   0.3344 Eh

***

(2)
The following is a quantum chemistry calculation of C8H15O14P2Pt as an isolated structure, from the Open Molecules 2025 dataset.

The geometry in XYZ format:
```
40
Properties=species:S:1:pos:R:3:nbo_charge:R:1
Pt -0.2673 -1.0082 -0.1156 1.44
O -3.9573 1.4982 2.8468 -0.66
C -2.9988 0.9901 2.0670 0.77
O -2.1934 0.1709 2.4081 -0.59
C -3.1213 1.5873 0.6834 -0.19
O -1.9638 1.4308 -0.1149 -0.45
C -1.7794 0.3046 -0.7991 0.01
C -2.2601 -2.9160 0.9591 1.09
O -3.0565 -3.6938 0.7058 -0.40
O -1.4316 -2.1320 1.2517 -0.56
H -3.8996 1.0817 3.7211 0.51
H -3.9980 1.1466 0.1983 0.22
H -3.2873 2.6588 0.7665 0.25
H -2.6266 -0.3858 -0.8288 0.18
H -1.3173 0.5018 -1.7629 0.23
C 3.1820 2.7766 0.0736 -0.65
C 1.9957 1.8169 0.0066 -0.48
O 0.7638 2.4743 -0.2403 -0.71
P 1.7899 0.9019 1.5618 2.41
O 1.5001 1.9594 2.6733 -0.96
O 3.1600 0.2531 1.9171 -0.98
O 0.6781 -0.1161 1.4449 -1.09
P 2.2889 0.4556 -1.2062 2.36
O 2.5565 1.2008 -2.5768 -0.98
O 3.3854 -0.4072 -0.7178 -1.12
O 0.9004 -0.1985 -1.4507 -1.01
H 3.0082 3.5211 0.8498 0.24
H 3.2820 3.2859 -0.8858 0.23
H 4.1129 2.2517 0.2816 0.25
H 0.8605 3.0188 -1.0321 0.49
H 1.2501 1.6249 3.5454 0.54
H 3.5285 -0.2352 1.1343 0.56
H 3.3904 0.9500 -2.9972 0.54
C -0.6062 -4.3000 -2.5063 -0.73
C -0.2923 -3.2649 -1.4785 0.78
O 0.5485 -3.3755 -0.5999 -0.64
O -1.0360 -2.1567 -1.5334 -0.69
H 0.2148 -5.0077 -2.5673 0.26
H -0.7909 -3.8333 -3.4714 0.25
H -1.5129 -4.8308 -2.2111 0.25
```

Summary:
Total charge   +1
HOMO   -13.14 eV
Strongest force on any atom   0.41 eV/A
Spin multiplicity   1
Calculated total energy   -2169.219745 Eh
Gap between HOMO and LUMO   0.3286 Eh

***

(3)
The following is a quantum chemistry calculation of one molecule with the formula C8H16 at a distorted geometry, from the Open Molecules 2025 dataset.

The geometry in XYZ format:
```
24
Properties=species:S:1:pos:R:3:nbo_charge:R:1
C 0.5056 -0.8991 0.2388 -0.25
C -0.0437 0.4504 0.6608 -0.25
C 2.0288 -1.0069 0.3502 -0.60
C -0.6729 0.4288 2.0438 -0.60
C 0.8758 1.6445 0.4677 -0.61
C -1.9853 0.2998 -1.5471 -0.70
C 0.1083 -1.3574 -1.2039 -0.17
C -0.8863 -0.9517 -1.9542 -0.18
H 0.0582 -1.6622 0.8882 0.21
H -0.9470 0.6371 -0.1257 0.25
H 0.8336 -2.0655 -1.5921 0.20
H -0.9770 -1.2198 -3.0070 0.21
H 2.3463 -2.0317 0.1576 0.21
H 2.3593 -0.7343 1.3508 0.21
H 2.5236 -0.3632 -0.3719 0.21
H -1.4316 -0.3497 2.1214 0.20
H -1.1446 1.3845 2.2646 0.21
H 0.0807 0.2319 2.8100 0.20
H 0.3134 2.5692 0.6027 0.21
H 1.6985 1.6367 1.1828 0.20
H 1.2966 1.6552 -0.5367 0.21
H -2.5647 0.4385 -0.6312 0.23
H -1.5586 1.2098 -1.9692 0.22
H -2.8171 0.0551 -2.2005 0.21
```

Summary:
Total charge   0
HOMO   -9.52 eV
Strongest force on any atom   3.95 eV/A
Spin multiplicity   1
Calculated total energy   -314.337144 Eh
Gap between HOMO and LUMO   0.3842 Eh

***

(4)
The following is a quantum chemistry calculation of C8H16BF4MnN5OS4 as an isolated structure at a distorted geometry, from the Open Molecules 2025 dataset.

The geometry in XYZ format:
```
40
Properties=species:S:1:pos:R:3:lowdin_spin:R:1
Mn -1.0986 0.3216 0.1042 3.77
C 2.1037 -0.8475 -2.2012 0.00
C 1.3411 0.0113 -3.2005 0.00
S -0.4032 0.2231 -2.7595 0.04
C -0.6135 1.9942 -2.9844 0.00
C 0.1547 2.8900 -2.0218 -0.01
S -0.0222 2.5367 -0.2431 -0.07
C 1.6979 2.3147 0.2913 -0.01
C 2.5665 1.3197 -0.4698 0.00
S 1.9188 -0.3742 -0.4701 0.03
H 3.1619 -0.8737 -2.4598 0.00
H 1.7346 -1.8739 -2.2215 0.00
H 1.3796 -0.4686 -4.1779 0.00
H 1.7886 0.9981 -3.3099 0.00
H -1.6834 2.1628 -2.8848 0.00
H -0.3338 2.2605 -4.0040 0.00
H -0.1889 3.9168 -2.1432 0.00
H 1.2244 2.8730 -2.2186 0.00
H 1.6052 2.0328 1.3405 0.00
H 2.1497 3.3072 0.2554 0.00
H 3.5477 1.3138 0.0041 0.00
H 2.7167 1.6294 -1.5015 0.00
F -2.5213 -1.0460 1.0237 0.01
B -2.2888 -2.1837 0.1286 0.00
F -1.0367 -1.7604 -0.4870 0.04
F -2.0514 -3.3051 0.9015 0.00
F -3.2746 -2.2974 -0.7896 0.00
O -4.0704 2.4713 -2.0772 0.07
S -3.8847 1.3777 -1.1558 0.06
N -2.5054 0.9830 -0.7963 0.00
N 0.2052 -2.6212 5.5124 0.00
C -0.2350 -2.2878 4.3007 0.00
N -1.0994 -3.0735 3.6773 0.00
N 0.2410 -1.1440 3.8039 0.02
C -0.0084 -0.5794 2.7047 0.03
N -0.1102 0.0724 1.7337 0.01
H -0.0770 -3.4704 5.9682 0.00
H 0.8675 -2.0180 5.9682 0.00
H -1.4203 -3.9292 4.0981 0.00
H -1.4775 -2.8563 2.7614 0.00
```

Summary:
Total charge   +1
HOMO (alpha / beta)   -11.73 / -11.67 eV
Strongest force on any atom   1.06 eV/A
Spin multiplicity   5
Calculated total energy   -3831.570036 Eh
Gap between HOMO and LUMO (alpha / beta)   0.2294 / 0.2837 Eh

***

(5)
The following is a quantum chemistry calculation of a 2-piece molecular cluster, C8H16BNO5PS overall, from the Open Molecules 2025 dataset.

The geometry in XYZ format:
```
33
Properties=species:S:1:pos:R:3:nbo_charge:R:1
O 0.2708 -4.1530 -0.1120 -0.57
C 0.6540 -3.2271 -0.7599 0.81
O 1.9907 -2.8192 -0.5955 -0.74
C -0.1383 -2.3615 -1.6868 -0.74
B -1.3162 -1.4935 -0.9003 -0.31
C -1.3583 0.0699 -1.4138 -0.65
C -0.5079 1.0736 -0.6379 -0.05
O -0.5227 0.9050 0.7880 -0.76
P -3.0905 -2.2547 -1.1494 1.64
O -4.0125 -1.6618 0.0664 -1.00
O -3.9069 -1.4218 -2.3072 -1.00
S -3.3014 -4.1818 -1.4046 -0.71
H 2.3865 -2.7290 -1.4690 0.47
H 0.5526 -1.6559 -2.1608 0.20
H -0.5664 -3.0003 -2.4683 0.25
H -1.1259 -1.5784 0.2989 0.00
H -0.9782 0.0882 -2.4462 0.20
H -2.3814 0.4567 -1.4859 0.21
H -0.8317 2.0992 -0.8653 0.15
H 0.5456 0.9897 -0.9282 0.15
H -1.4216 0.6625 1.0335 0.48
H -3.6118 -1.9781 0.8855 0.49
H -3.5047 -1.6567 -3.1513 0.49
N 1.8693 2.4113 1.6511 -0.50
C 1.6487 2.8483 2.9217 -0.07
C 2.7801 3.4957 3.3530 -0.33
C 3.7227 3.4425 2.2903 -0.31
C 3.1253 2.7649 1.2565 -0.08
H 1.1904 1.9036 1.1011 0.45
H 0.7089 2.6592 3.4114 0.21
H 2.9168 3.9504 4.3205 0.21
H 4.7212 3.8482 2.2861 0.21
H 3.4927 2.5039 0.2784 0.20
```

Summary:
Total charge   -1
HOMO   -4.86 eV
Strongest force on any atom   0.48 eV/A
Spin multiplicity   1
Calculated total energy   -1509.954329 Eh
Gap between HOMO and LUMO   0.2849 Eh

***

(6)
The following is a quantum chemistry calculation of C8H16BeO5 as an isolated structure at a distorted geometry, from the Open Molecules 2025 dataset.

The geometry in XYZ format:
```
30
Properties=species:S:1:pos:R:3:nbo_charge:R:1
O -0.8333 1.8450 0.6919 -0.66
C -1.9346 1.3041 0.8559 0.43
C -2.4820 0.3801 -0.1737 -0.21
O -1.5061 0.1873 -1.1792 -0.71
C -1.8975 -0.7426 -2.2011 -0.27
Be -0.2597 1.0357 -0.8733 1.76
H -2.5985 1.6212 1.6746 0.25
H -0.6377 -0.2240 1.7712 0.15
H -3.4056 0.8129 -0.5953 0.28
H -2.7493 -0.5725 0.3146 0.27
H -1.1516 -0.6867 -3.0008 0.24
H -1.9309 -1.7559 -1.7798 0.23
H -2.8824 -0.4607 -2.5878 0.24
O 3.2504 -1.3273 -3.1822 -0.39
C 2.2310 -1.0979 -2.5858 0.37
C 2.0979 0.1024 -1.6669 -0.20
O 0.8619 0.0863 -0.9486 -0.75
C 0.8478 -0.7356 0.2369 -0.13
C 0.4270 0.0786 1.4485 -0.08
O 1.3137 -0.2429 2.4714 -0.49
C 1.1311 0.4922 3.6573 -0.27
H 1.3271 -1.7421 -2.6821 0.12
H 2.9448 0.1458 -0.9684 0.26
H 2.1285 1.0138 -2.2803 0.25
H 1.8413 -1.1763 0.3818 0.28
H 0.1424 -1.5554 0.0590 0.22
H 0.4425 1.1562 1.2109 0.21
H 0.1720 0.2268 4.1344 0.19
H 1.9685 0.2526 4.3223 0.24
H 1.1414 1.5788 3.4746 0.18
```

Summary:
Total charge   +2
HOMO   -17.06 eV
Strongest force on any atom   4.23 eV/A
Spin multiplicity   1
Calculated total energy   -704.652110 Eh
Gap between HOMO and LUMO   0.2992 Eh

***

(7)
The following is a quantum chemistry calculation of C8H16Br2Si as an isolated structure at a distorted geometry, from the Open Molecules 2025 dataset.

The geometry in XYZ format:
```
27
Properties=species:S:1:pos:R:3:nbo_charge:R:1
C -2.6568 0.1892 -1.3636 -0.50
C -2.1155 0.4929 0.0382 -0.04
C -3.5212 0.0024 -0.1685 -0.12
C -1.7986 1.8512 0.4524 -0.63
C 1.0762 0.3135 -1.5862 -1.07
C 1.8353 0.3754 1.4726 -1.11
C 1.4885 -2.2594 0.0729 -1.08
C -1.0407 -0.6448 0.7537 -0.81
Si 0.7684 -0.4692 0.1871 1.57
Br -5.0587 1.1862 -0.1012 0.05
Br -4.1733 -1.8264 0.2169 0.03
H -3.1829 0.9343 -1.9327 0.24
H -2.4350 -0.7045 -1.9483 0.24
H -1.4002 1.8434 1.5246 0.21
H -2.6733 2.5343 0.3319 0.24
H -0.9827 2.1350 -0.1144 0.21
H 0.3912 1.1741 -1.4126 0.21
H 2.0778 0.7141 -1.4668 0.23
H 0.9799 -0.2066 -2.5265 0.25
H 1.3064 0.3551 2.4285 0.24
H 2.7641 -0.1295 1.6426 0.25
H 1.9558 1.4018 1.2172 0.23
H 1.5054 -2.5160 -0.9317 0.23
H 2.2809 -2.5877 0.6852 0.23
H 0.6670 -2.7658 0.4821 0.22
H -1.4820 -1.4765 0.4161 0.23
H -1.2181 -0.4641 1.7650 0.23
```

Summary:
Total charge   0
HOMO   -9.74 eV
Strongest force on any atom   5.98 eV/A
Spin multiplicity   1
Calculated total energy   -5751.870640 Eh
Gap between HOMO and LUMO   0.3786 Eh

***

Question: Number 7 is which compound?
Answer: C8H16Br2Si

***

Question: strongest force on any atom of number 2 (C8H15O14P2Pt)?
Answer: 0.41 eV/A

***

Question: Which of these has the highest calculated total energy?
Answer: C8H16